DFT (wB97M-V/def2-TZVPD) results for C3H4Cl2O as an isolated structure.

```
10
Properties=species:S:1:pos:R:3:mulliken_charge:R:1
C -0.741 -1.200 -0.329 0.030
C -0.491 -1.039 1.252 -0.595
C 0.155 -0.161 0.227 0.379
H -1.980 0.473 -1.372 0.347
H -0.504 -2.129 -0.860 0.336
H -1.062 -0.326 1.941 0.280
H 0.097 -1.943 1.764 0.236
O -1.975 -0.587 -0.766 -0.586
Cl 2.000 -0.156 -0.294 -0.227
Cl -0.488 1.510 0.162 -0.200
```

Properties
Spin multiplicity: 1
Highest occupied orbital energy: -10.2 eV
Frontier orbital gap: 10.5706 eV
LUMO energy: 0.37 eV
Energy above the lowest of the compared OMol25 structures with the same formula, charge and spin: 81.18 kcal per mole
Molecular weight: 126.97 u
DFT total energy: -30264.756 eV


DFT (wB97M-V/def2-TZVPD) results for a 2-piece molecular cluster, C3H4Cl2S2 overall.

```
11
Properties=species:S:1:pos:R:3:mulliken_charge:R:1
C 1.772 -0.553 0.180 -0.603
C 1.294 0.640 0.474 -0.090
C -1.931 0.390 -0.351 -0.136
S -1.139 -2.397 -0.612 -0.311
S -2.164 -1.094 0.369 0.133
Cl 1.196 1.916 -0.687 -0.177
Cl -2.574 1.820 0.288 -0.091
H 2.126 -0.801 -0.803 0.242
H 1.804 -1.323 0.928 0.281
H 0.934 0.930 1.447 0.358
H -1.316 0.474 -1.233 0.393
```

Properties
Spin multiplicity: 1
Highest occupied orbital energy (spin up / spin down): -8.6 / -8.6 eV
Frontier orbital gap (spin up / spin down): 7.3774 / 7.3802 eV
LUMO energy (spin up / spin down): -1.21 / -1.20 eV
Energy above the lowest of the compared OMol25 structures with the same formula, charge and spin: 13.43 kcal per mole
Molecular weight: 175.11 u
DFT total energy: -49889.293 eV


DFT (wB97M-V/def2-TZVPD) results for an isolated molecule of C3H4ClF.

```
9
Properties=species:S:1:pos:R:3:mulliken_charge:R:1
C 0.519 1.780 -0.258 -0.831
C 0.221 0.507 0.104 0.376
Cl -1.487 -0.229 0.048 -0.161
C 1.314 -0.269 0.422 -0.230
F 0.958 -1.402 -0.417 -0.291
H 1.405 2.232 -0.281 0.369
H -0.341 2.423 -0.328 0.237
H 1.009 -0.363 1.569 0.185
H 2.276 0.112 0.368 0.347
```

Properties
Spin multiplicity: 1
SMILES string: C=C(Cl)CF
Highest occupied orbital energy: -9.9 eV
Frontier orbital gap: 10.6943 eV
LUMO energy: 0.81 eV
Energy above the lowest of the compared OMol25 structures with the same formula, charge and spin: 47.41 kcal per mole
Molecular weight: 94.52 u
DFT total energy: -18413.018 eV


DFT (wB97M-V/def2-TZVPD) results for an isolated molecule of C3H4ClF2NO4.

```
15
Properties=species:S:1:pos:R:3:mulliken_charge:R:1
O 2.999 0.579 0.017 -0.550
N 2.571 -0.536 0.355 0.918
O 3.230 -1.472 0.790 -0.553
C 1.097 -0.694 0.090 0.548
Cl 0.623 -2.349 0.546 -0.144
C 0.291 0.470 0.688 -0.789
O -0.225 0.183 1.961 -0.556
C 0.894 -0.516 -1.505 0.536
O -0.323 -0.843 -1.915 -0.455
F 1.799 -1.306 -2.119 -0.281
F 1.194 0.773 -1.829 -0.256
H -0.485 0.674 0.017 0.336
H 1.150 1.189 0.661 0.485
H -1.088 -0.328 1.977 0.360
H -0.291 -0.567 -2.918 0.401
```

Properties
Spin multiplicity: 1
SMILES string: O=[N+]([O-])[C@@](Cl)(CO)C(O)(F)F
Highest occupied orbital energy: -11.2 eV
Frontier orbital gap: 10.7717 eV
LUMO energy: -0.42 eV
Energy above the lowest of the compared OMol25 structures with the same formula, charge and spin: 8.48 kcal per mole
Molecular weight: 191.52 u
DFT total energy: -30809.726 eV


DFT (wB97M-V/def2-TZVPD) results for an isolated molecule of C3H4ClFN2.

```
11
Properties=species:S:1:pos:R:3:mulliken_charge:R:1
H -1.619 2.233 -0.318 0.238
N -2.161 1.336 -0.080 -0.737
C -1.653 0.160 -0.097 0.266
N -2.362 -0.831 0.272 -0.455
C -0.149 -0.147 -0.007 0.531
F 0.362 -1.374 -0.144 -0.270
C 0.829 0.818 0.020 -0.279
Cl 2.385 0.125 0.040 -0.166
H -3.287 -0.681 0.113 0.288
H -2.014 -1.720 -0.355 0.305
H 0.621 1.876 0.336 0.279
```

Properties
Spin multiplicity: 1
SMILES string: [H]/N=C(N)\C(F)=C\Cl
Highest occupied orbital energy: -9.3 eV
Frontier orbital gap: 9.7726 eV
LUMO energy: 0.48 eV
Energy above the lowest of the compared OMol25 structures with the same formula, charge and spin: 36.70 kcal per mole
Molecular weight: 122.53 u
DFT total energy: -21393.648 eV


DFT (wB97M-V/def2-TZVPD) results for a 2-piece molecular cluster, C3H4ClFO overall.

```
10
Properties=species:S:1:pos:R:3:mulliken_charge:R:1
C -0.630 0.331 1.783 -0.079
C 0.143 1.006 0.668 -0.387
C 0.427 0.556 -0.433 0.263
H -0.668 -1.726 2.484 0.359
H 0.211 0.178 2.587 0.242
H -1.423 1.257 1.959 0.183
H 0.488 1.997 0.799 0.370
O -1.140 -0.990 1.308 -0.547
F 0.844 1.417 -1.523 -0.271
Cl 0.193 -1.053 -0.982 -0.133
```

Properties
Spin multiplicity: 1
Highest occupied orbital energy: -9.8 eV
Frontier orbital gap: 9.0064 eV
LUMO energy: -0.76 eV
Energy above the lowest of the compared OMol25 structures with the same formula, charge and spin: 110.30 kcal per mole
Molecular weight: 110.52 u
DFT total energy: -20457.934 eV